(1)
# C43H44N5O3P2SV

C43H44N5O3P2SV as an isolated structure (ωB97M-V/def2-TZVPD, the Open Molecules 2025 dataset).

Output
- Lowest unoccupied orbital energy (alpha / beta): -9.57 / -8.93 eV
- HOMO-LUMO gap (alpha / beta): 5.9 / 6.6 eV
- Charge: +3
- <S²>: 0.7802
- Energy relative to the best compared isomer or geometry (same formula, charge and spin): 0.0 kcal/mol
- Maximum force: 0.18 eV/Å
- Molar mass: 823.82 g/mol
- Spin multiplicity: 2

CARTESIAN COORDINATES (ANGSTROEM)
C (-2.879, -1.207, -0.846)
C (-0.437, 2.412, 5.662)
H (-3.393, -1.534, -1.749)
C (2.864, 2.185, 2.958)
H (5.642, -4.739, -0.403)
H (3.748, 0.735, -1.169)
H (3.117, -0.473, 0.841)
H (-5.796, 4.117, 0.636)
H (-0.068, 2.628, 6.656)
N (-1.167, -1.643, 0.790)
H (-3.621, -0.958, -0.090)
H (-0.795, 4.458, 1.886)
C (1.103, 5.402, 2.196)
H (-2.153, 4.796, -1.500)
H (-1.177, -3.300, 4.930)
H (4.479, 3.486, 3.481)
N (3.289, -2.634, -0.137)
H (0.123, 1.493, -5.204)
C (0.705, 3.736, 0.510)
C (1.985, -3.352, 3.712)
C (-1.674, 2.907, 5.261)
C (4.718, 0.840, 1.382)
H (-4.755, 2.194, 1.826)
H (-1.211, -2.560, -1.101)
H (-4.478, 5.403, -1.007)
H (1.576, -3.925, 0.082)
C (-2.859, 2.488, 0.860)
C (2.645, -3.849, -0.033)
C (-4.763, 3.858, 0.449)
H (2.930, -1.779, 2.618)
H (-1.683, -0.041, -2.057)
C (2.023, -2.101, 3.109)
H (2.862, -3.983, 3.683)
H (-2.260, 3.513, 5.939)
H (5.448, 0.319, 0.775)
C (-2.175, 2.598, 4.008)
C (0.837, -3.786, 4.358)
C (-0.261, -1.720, 3.815)
O (0.948, -2.040, -2.237)
C (-0.288, -2.969, 4.410)
H (3.571, 1.413, -2.645)
H (0.572, 5.626, -4.183)
P (0.831, 0.346, 2.373)
C (3.540, -4.871, -0.125)
C (3.407, 0.395, 1.424)
N (3.113, 0.837, -1.950)
H (-1.799, -1.515, 1.586)
H (3.422, -5.940, -0.099)
H (3.521, -1.223, -2.468)
H (-2.468, -3.144, 0.005)
C (2.035, 3.833, 0.089)
C (4.561, -2.934, -0.295)
C (-1.399, 1.822, 3.157)
H (2.512, -0.330, -3.580)
C (0.354, 3.595, -4.843)
N (-2.073, 0.028, -1.117)
C (-0.053, 2.979, -2.159)
C (2.883, 4.730, 0.713)
N (4.758, -4.269, -0.290)
H (-2.689, 0.840, -1.152)
H (-1.134, -1.080, 3.889)
H (-0.186, 0.936, -2.841)
C (5.109, 1.945, 2.130)
C (0.187, 4.300, -2.550)
C (1.527, -1.066, -1.912)
C (2.416, 5.517, 1.761)
V (-0.330, 0.192, 0.153)
C (2.481, 1.055, 2.237)
H (2.391, 3.219, -0.730)
C (4.180, 2.619, 2.906)
C (-4.020, 4.580, -0.475)
C (-2.095, 3.182, -0.080)
C (0.135, 2.279, -4.460)
H (0.241, 5.090, -1.811)
C (0.387, 4.603, -3.887)
P (-0.383, 2.645, -0.416)
H (5.373, -2.234, -0.409)
C (-4.185, 2.792, 1.125)
H (-0.426, -2.265, 1.113)
C (-2.699, 4.243, -0.749)
C (-1.927, -2.260, -0.335)
C (-0.061, 1.973, -3.123)
H (6.138, 2.278, 2.105)
C (0.240, 4.513, 1.569)
O (0.949, -0.314, -0.816)
H (3.077, 6.232, 2.233)
H (-3.158, 2.941, 3.710)
H (3.907, 4.827, 0.377)
H (0.510, 3.836, -5.886)
S (-2.092, 1.131, 1.688)
C (-0.139, 1.356, 3.519)
C (0.327, 1.635, 4.804)
C (0.899, -1.279, 3.159)
H (1.280, 1.242, 5.135)
H (0.742, 6.023, 3.004)
C (2.756, -0.444, -2.522)
H (0.819, -4.758, 4.833)
H (2.151, 2.741, 3.551)
O (-3.105, 0.127, 2.065)

Löwdin atomic charge list, values in e, 8 entries: number 1, C, carries -0.1562; number 2, C, carries 0.0002; number 3, H, carries 0.1445; number 4, C, carries -0.0789; number 5, H, carries 0.1675; number 6, H, carries 0.0531; number 7, H, carries 0.0606; number 8, H, carries 0.1332

=====

(2)
# C24H44F4NO4

A 2-piece molecular cluster, C24H44F4NO4 overall (ωB97M-V/def2-TZVPD, the Open Molecules 2025 dataset).

Output
- Lowest unoccupied orbital energy: -4.39 eV
- HOMO-LUMO gap: 8.0 eV
- Charge: +1
- Maximum force: 0.93 eV/Å
- Molar mass: 486.61 g/mol

CARTESIAN COORDINATES (ANGSTROEM)
H (-2.513, 0.737, 0.432)
H (-2.847, 2.539, 3.385)
C (-3.347, 3.464, 3.662)
O (-5.534, 4.391, 3.692)
H (3.989, 4.075, -2.448)
H (-0.537, 0.942, -2.460)
C (-0.281, 0.208, 1.673)
H (-3.563, 2.541, 1.336)
C (4.100, -0.447, 1.676)
H (0.342, 0.184, 2.565)
O (-5.304, 2.546, 2.485)
H (2.464, -0.339, -1.720)
H (-2.141, -5.224, -1.902)
C (-3.011, -5.960, -3.729)
H (-4.933, -0.133, 1.654)
C (0.480, -0.486, 0.515)
H (5.853, 0.478, 2.559)
C (-2.189, -1.224, -2.106)
C (-4.450, 1.933, 1.524)
C (2.620, -0.598, 2.063)
H (-3.283, 3.638, 4.732)
H (-3.295, -6.905, -4.187)
C (-0.302, 0.281, -1.633)
H (2.244, 0.386, 2.343)
F (6.093, 3.825, -0.755)
H (1.883, 1.375, -3.284)
H (3.673, 3.288, -0.889)
F (6.305, 3.157, -2.795)
H (-1.091, -2.120, 0.306)
C (5.624, 2.962, -1.665)
H (3.484, 2.080, 1.555)
H (-3.120, -6.675, -1.700)
H (-3.982, -4.341, -3.253)
C (-1.647, -0.360, 2.095)
H (-3.124, -0.905, 0.621)
H (-0.428, 1.268, 1.449)
N (-0.978, -0.778, -1.380)
C (1.717, -1.276, 1.010)
H (1.719, 2.597, -2.015)
C (-2.120, -0.991, -3.592)
H (0.294, -2.258, -0.715)
H (-2.287, -5.473, -4.392)
O (3.640, 2.040, -2.561)
C (-0.380, -1.525, -0.259)
C (4.445, 2.063, 2.082)
H (-1.852, 0.064, 3.080)
C (0.774, 0.536, -0.656)
H (-3.039, -0.692, -1.672)
C (-2.404, -6.182, -2.358)
C (2.294, 1.717, -2.331)
C (-2.830, -0.007, 1.170)
H (-1.206, -1.380, -4.035)
H (-2.993, -1.472, -4.032)
F (5.907, 1.730, -1.229)
C (2.178, 0.613, -1.274)
H (5.209, 2.463, 1.421)
C (4.776, 0.632, 2.530)
H (2.331, -1.565, 0.155)
C (-4.804, 3.532, 3.276)
O (-4.204, -5.182, -3.661)
H (4.330, 2.731, 2.936)
H (-2.219, 0.074, -3.805)
H (4.209, -0.217, 0.614)
H (-1.503, -6.793, -2.416)
H (-3.947, 0.441, 2.993)
H (1.326, -2.201, 1.441)
C (-4.086, 0.502, 1.915)
H (0.569, 1.556, -0.298)
C (4.138, 3.159, -1.871)
H (-1.584, -1.438, 2.250)
F (-2.309, -2.560, -1.806)
H (4.419, 0.499, 3.556)
H (2.600, -1.199, 2.974)
H (-5.026, 1.921, 0.596)
H (2.877, 0.843, -0.470)
H (-2.829, 4.290, 3.169)
H (4.614, -1.392, 1.868)

Löwdin atomic charge list, values in e, 8 entries: number 1, H, carries 0.1002; number 2, H, carries 0.0576; number 3, C, carries 0.0186; number 4, O, carries 0.1304; number 5, H, carries 0.1515; number 6, H, carries 0.1674; number 7, C, carries -0.1125; number 8, H, carries 0.1148